Record 1
Entry from OMol25: one molecule with the formula C4H4N2O (ωB97M-V/def2-TZVPD).

## Properties
E_tot   -339.45550 Ha
Gap between HOMO and LUMO   8.746 eV
Multiplicity   1
Energy above the lowest of the compared OMol25 structures with the same formula, charge and spin   3.4331 eV
Structure (SMILES)   O/C=C1/C=CN=N1
HOMO energy   -9.5 eV

Atoms and positions in Å:
C  -1.06224  0.95289  0.82752
H  1.48443  -1.75394  -1.85294
C  -0.24810  -0.42914  -1.15880
C  0.92700  -1.16928  -1.21113
C  -0.26233  0.21804  0.06335
H  0.41628  0.78674  1.76128
H  -1.29186  -0.56629  -1.61184
H  -2.01072  1.56963  0.56373
N  1.64817  -0.71924  -0.07513
O  -0.53456  1.18283  2.05758
N  0.93394  -0.07224  0.63639

For reference, the Mulliken charges in units of e are: atom 1 (C): -0.253, atom 2 (H): 0.472, atom 3 (C): -0.628, atom 4 (C): -0.304, atom 5 (C): 0.752, atom 6 (H): 0.570, atom 7 (H): 0.248, atom 8 (H): 0.294, atom 9 (N): -0.658, atom 10 (O): -0.508, atom 11 (N): 0.013

Record 2
Entry from OMol25: one molecule with the formula C4H4N2O (ωB97M-V/def2-TZVPD).

## Properties
E_tot   -339.50266 Ha
Gap between HOMO and LUMO   9.475 eV
Multiplicity   1
Energy above the lowest of the compared OMol25 structures with the same formula, charge and spin   2.1499 eV
Structure (SMILES)   OC=C1C=NN=C1
HOMO energy   -10.1 eV

Atoms and positions in Å:
C  -0.01916  -0.02759  0.13873
N  -1.68203  -0.01332  -1.40092
H  1.77191  1.48612  -0.19484
C  1.15704  0.09838  0.82744
O  2.09032  1.03261  0.57928
H  -0.22127  1.38353  -1.65131
C  -1.00469  -1.05139  0.39068
H  1.40775  -0.57744  1.64106
C  -0.57144  0.54559  -1.05115
H  -0.95281  -1.81621  1.18836
N  -1.97561  -1.06029  -0.46733

For reference, the Mulliken charges in units of e are: atom 1 (C): 0.888, atom 2 (N): -0.433, atom 3 (H): 0.294, atom 4 (C): -0.050, atom 5 (O): -0.440, atom 6 (H): 0.337, atom 7 (C): -0.598, atom 8 (H): 0.351, atom 9 (C): -0.268, atom 10 (H): 0.352, atom 11 (N): -0.433